# 1
{
  "formula": "C4H6N2",
  "method": "ωB97M-V/def2-TZVPD",
  "largest_force_ev_per_a": 0.48,
  "lumo_energy_ev": 1.027,
  "e_homo_ev": -8.9,
  "molar_mass_g_mol": 82.11,
  "e_tot_ha": -265.4963,
  "elements": ["C", "C", "C", "N", "N", "C", "H", "H", "H", "H", "H", "H"],
  "coordinates": [[-1.657, -0.364, 0.099], [-0.309, 0.169, -0.279], [0.344, 1.356, 0.141], [1.653, 1.182, 0.265], [1.862, -0.082, -0.135], [0.721, -0.711, -0.490], [-2.426, 0.391, 0.257], [-2.019, -1.139, -0.582], [-1.477, -0.847, 1.066], [-0.085, 2.333, 0.343], [2.709, -0.551, 0.138], [0.684, -1.739, -0.823]],
  "forces_ev_per_angstrom": [[-0.240, 0.008, 0.029], [0.189, -0.211, 0.336], [-0.015, 0.022, 0.097], [-0.137, 0.019, -0.214], [0.198, -0.099, -0.086], [0.040, -0.028, 0.175], [0.024, 0.041, -0.226], [-0.028, 0.222, -0.023], [-0.427, 0.007, -0.065], [0.050, -0.271, 0.118], [0.196, 0.244, -0.370], [0.150, 0.047, 0.227]],
  "lowdin_charge": [-0.067, -0.287, -0.134, 0.021, -0.043, -0.092, 0.071, 0.075, 0.081, 0.105, 0.146, 0.123]
}


# 2
{
  "formula": "C6H8N2O",
  "method": "ωB97M-V/def2-TZVPD",
  "largest_force_ev_per_a": 9.09,
  "lumo_energy_ev": 0.582,
  "e_homo_ev": -7.2,
  "molar_mass_g_mol": 124.14,
  "e_tot_ha": -418.0849,
  "elements": ["C", "C", "O", "N", "C", "C", "C", "C", "N", "H", "H", "H", "H", "H", "H", "H", "H"],
  "coordinates": [[3.115, -0.320, -0.182], [1.721, 0.362, 0.003], [1.570, 1.439, 0.291], [0.673, -0.599, -0.002], [-0.678, -0.257, -0.012], [-1.862, -1.048, 0.096], [-2.965, -0.199, 0.020], [-2.411, 1.132, -0.097], [-0.995, 1.037, -0.111], [3.942, 0.443, -0.623], [3.326, -0.801, 0.881], [3.020, -1.218, -0.942], [0.947, -1.391, 0.757], [-1.892, -2.067, 0.245], [-4.035, -0.609, -0.187], [-3.159, 2.083, -0.067], [-0.316, 2.012, -0.071]],
  "forces_ev_per_angstrom": [[0.685, -0.893, -0.820], [1.657, -8.886, -0.978], [-0.689, 8.784, 1.261], [1.678, -3.192, 2.113], [-0.796, -0.956, 0.904], [2.284, 2.189, -0.417], [-0.093, 1.872, -1.040], [-3.058, -0.166, 0.180], [-1.609, 5.102, 0.147], [-2.011, -1.853, 1.606], [0.179, 1.198, -2.219], [0.219, 1.838, 1.578], [-1.010, 2.208, -2.798], [0.141, -2.025, 0.032], [2.038, 1.359, 0.851], [2.816, -2.099, -0.326], [-2.432, -4.482, -0.075]],
  "lowdin_charge": [-0.035, -0.595, 0.131, 0.080, -0.352, -0.084, -0.136, -0.149, 0.036, 0.122, 0.107, 0.096, 0.213, 0.062, 0.123, 0.134, 0.248]
}